Entry from the Open Molecules 2025 dataset: a 4-piece molecular cluster, C18H26F8IO10 overall (ωB97M-V/def2-TZVPD).

Each line ends with the Mulliken charge.
Element x y z (Å)
I1 -2.445 -0.212 -1.506  -0.1710
F1 0.211 -0.777 2.444  -0.3171
F2 -5.557 -1.543 2.682  -0.2686
F3 -3.442 0.400 2.546  -0.3473
F4 -5.823 1.119 2.055  -0.3387
F5 -3.501 1.614 0.708  -0.3081
F6 -7.250 -0.945 1.465  -0.3086
F7 -5.730 0.656 -0.060  -0.2791
F8 -5.639 -2.045 0.548  -0.1874
O1 -6.196 -4.413 -4.388  -0.5549
O2 6.887 1.112 3.383  -0.5446
O3 4.144 4.204 -2.314  -0.3372
O4 -7.381 -4.260 -2.469  -0.3639
O5 2.713 2.460 -2.391  -0.5502
O6 -7.816 -5.879 -3.823  -0.3488
O7 8.871 0.566 4.309  -0.3398
O8 -0.562 0.875 1.196  -0.4702
O9 8.817 2.149 2.843  -0.3521
O10 3.559 3.274 -0.459  -0.3358
C1 -6.661 -3.062 -2.095  0.0465
C2 3.399 3.227 -1.774  0.7652
C3 8.185 -0.389 5.119  -0.6312
C4 -7.044 -4.799 -3.629  0.7465
C5 2.837 2.278 0.297  -0.1850
C6 -5.280 0.261 1.137  0.5943
C7 7.391 4.123 2.666  -1.1342
C8 -3.051 -0.779 0.518  -0.7703
C9 8.072 1.262 3.497  0.7845
C10 -3.738 0.371 1.226  1.0045
C11 8.092 2.997 1.937  -0.0772
C12 -5.893 -1.112 1.465  0.5448
C13 4.104 4.235 -3.739  -0.6562
C14 3.546 0.943 0.262  -0.9736
C15 -7.204 -1.846 -2.810  -1.1190
C16 -7.593 -6.532 -5.069  -0.6422
C17 -1.832 -1.234 1.278  -0.8701
C18 -0.735 -0.241 1.580  0.7590
H1 6.931 4.807 1.954  0.3628
H2 3.079 4.264 -4.102  0.3038
H3 -8.281 -1.759 -2.649  0.3215
H4 7.390 2.405 1.351  0.2311
H5 7.575 0.118 5.865  0.2899
H6 -8.164 -7.456 -5.043  0.2186
H7 -7.036 -1.915 -3.885  0.3355
H8 6.614 3.738 3.324  0.2999
H9 2.799 2.655 1.316  0.2655
H10 3.045 0.232 0.919  0.3239
H11 -1.362 -2.018 0.690  0.4540
H12 -6.539 -6.764 -5.207  0.2975
H13 -2.087 -1.708 2.222  0.2993
H14 3.556 0.531 -0.747  0.3169
H15 4.622 3.369 -4.151  0.2886
H16 4.621 5.142 -4.045  0.2143
H17 8.949 -0.979 5.619  0.2138
H18 1.812 2.196 -0.060  0.3867
H19 7.564 -1.044 4.511  0.3022
H20 8.101 4.678 3.282  0.3234
H21 -5.595 -3.189 -2.277  0.3449
H22 4.583 1.053 0.584  0.1644
H23 -6.715 -0.945 -2.441  0.2924
H24 8.838 3.397 1.254  0.2686
H25 -6.804 -2.960 -1.031  0.1329
H26 -7.949 -5.911 -5.891  0.2848

Calculated values
HOMO in hartree: -0.1314
Energy above the lowest of the compared OMol25 structures with the same formula, charge and spin in kcal per mole: 0.0
Charge: -1

---

Entry from the Open Molecules 2025 dataset: one molecule with the formula C18H26N2O2 (ωB97M-V/def2-TZVPD).

Each line ends with the Mulliken charge.
Element x y z (Å)
O1 5.243 2.674 -0.712  -0.6272
O2 0.269 -2.184 -0.904  -0.6591
N1 6.267 0.639 -0.596  -0.1406
N2 1.546 -0.295 -0.844  -0.0369
C1 5.491 -1.627 -0.580  -0.7918
C2 -6.280 0.221 1.421  -0.6789
C3 -3.383 0.044 -1.144  -1.1194
C4 4.465 -2.551 -0.615  -0.8062
C5 3.878 0.148 -0.719  -0.3870
C6 -2.114 -0.797 -1.330  -0.8823
C7 -4.160 -0.266 0.142  0.7059
C8 2.849 -0.790 -0.756  0.2648
C9 -5.465 0.533 0.170  -1.0357
C10 7.639 2.598 -0.578  -1.3319
C11 5.199 -0.264 -0.632  0.5472
C12 -3.354 0.036 1.406  -0.6778
C13 6.246 2.002 -0.638  0.7950
C14 -5.466 0.524 2.675  -0.6728
C15 -4.167 -0.274 2.660  -0.8377
C16 3.144 -2.149 -0.704  -0.5977
C17 -0.835 -0.043 -0.970  -0.7084
C18 0.364 -0.979 -0.911  0.5029
H1 6.518 -1.955 -0.511  0.3216
H2 2.348 -2.872 -0.733  0.5496
H3 -3.127 1.106 -1.161  0.4138
H4 -4.398 -1.341 2.685  0.3409
H5 -5.237 1.592 2.709  0.3224
H6 3.654 1.202 -0.759  0.6036
H7 8.236 2.245 -1.417  0.3267
H8 -0.645 0.747 -1.700  0.4051
H9 4.696 -3.604 -0.574  0.3632
H10 -6.056 0.304 -0.721  0.3847
H11 1.492 0.714 -0.858  0.2161
H12 -5.233 1.601 0.148  0.3374
H13 -2.170 -1.701 -0.722  0.3649
H14 7.176 0.201 -0.533  0.1911
H15 -2.032 -1.122 -2.369  0.5003
H16 -3.576 -0.041 3.549  0.3408
H17 -4.409 -1.333 0.140  0.2177
H18 -4.056 -0.136 -1.986  0.3901
H19 8.131 2.312 0.349  0.3247
H20 -3.072 1.092 1.410  0.2686
H21 -2.442 -0.564 1.419  0.2794
H22 -0.935 0.425 0.012  0.3303
H23 -6.558 -0.836 1.417  0.3372
H24 7.566 3.680 -0.623  0.3621
H25 -6.046 0.277 3.566  0.3343
H26 -7.200 0.809 1.421  0.3492

Calculated values
HOMO in hartree: -0.3052
Energy above the lowest of the compared OMol25 structures with the same formula, charge and spin in kcal per mole: 1.9
SMILES: CC(=O)Nc1cccc(NC(=O)CCCC2CCCCC2)c1
Charge: 0

---

Values of DFT total energy, in order: -69405.3908 -26165.1089, all in eV.